No. 1
Density functional theory data (the ωB97M-V functional and the def2-TZVPD basis) for an isolated molecule of C3H4N2O in a non-equilibrium geometry.

Structure (ORCA input):
```
! RIJCOSX wB97M-V def2-TZVPD def2/J DEFGRID3
* xyz 0 1
C -0.265 0.782 0.560
C -0.183 -0.633 0.499
C 0.234 -1.131 -0.671
H -0.549 0.930 2.393
H -0.423 -1.005 1.403
H 0.389 -2.059 -1.488
H 0.315 0.271 -2.282
N -0.126 1.600 1.670
N 0.553 0.021 -1.399
O 0.057 1.224 -0.684
*
```

ΔE to the lowest compared entry with this formula, charge and spin	110.9	kcal/mol
maximum force	5.68	eV/A
gap between HOMO and LUMO	8.9159	eV
HOMO level	-8.3972	eV

Results of the natural (NBO) charge analysis, in e, for atoms 1 through 4: C 0.49; C -0.38; C 0.00; H 0.32

***

No. 2
Density functional theory data (the ωB97M-V functional and the def2-TZVPD basis) for a structure of composition C3H4N2O in a non-equilibrium geometry.

Structure (ORCA input):
```
! RIJCOSX wB97M-V def2-TZVPD def2/J DEFGRID3
* xyz 0 1
N -1.166 -0.912 1.325
C -0.781 0.290 1.364
O -0.125 0.883 0.363
C 0.043 0.123 -0.786
C 1.118 0.413 -1.480
N 2.154 0.616 -2.116
H -1.657 -1.150 2.181
H -0.923 1.021 2.161
H -0.578 -0.743 -0.955
H 1.933 -0.512 -2.095
*
```

ΔE to the lowest compared entry with this formula, charge and spin	106.7	kcal/mol
maximum force	2.58	eV/A
gap between HOMO and LUMO	8.9839	eV
HOMO level	-8.3122	eV

Results of the natural (NBO) charge analysis, in e, for atoms 1 through 4: N -0.73; C 0.41; O -0.47; C -0.21

***

No. 3
Density functional theory data (the ωB97M-V functional and the def2-TZVPD basis) for a cluster of 2 separate species, C3H4N2O in total in a non-equilibrium geometry.

Structure (ORCA input):
```
! RIJCOSX wB97M-V def2-TZVPD def2/J DEFGRID3
* xyz 0 1
C 1.368 -1.184 2.393
C 0.498 -0.944 1.301
C -0.201 0.283 0.779
N 2.210 -1.181 3.162
N -0.170 0.789 -0.517
O -0.862 -0.915 1.205
H 1.165 -2.167 0.065
H -0.199 1.160 1.392
H -0.241 0.135 -1.350
H -0.941 1.378 -0.646
*
```

ΔE to the lowest compared entry with this formula, charge and spin	127.7	kcal/mol
maximum force	4.76	eV/A
gap between HOMO and LUMO	9.6233	eV
HOMO level	-10.0659	eV

Results of the natural (NBO) charge analysis, in e, for atoms 1 through 4: C 0.19; C 0.13; C 0.21; N -0.25

***

What did the second record say?
Density functional theory data (the ωB97M-V functional and the def2-TZVPD basis) for a structure of composition C3H4N2O in a non-equilibrium geometry.

Structure (ORCA input):
```
! RIJCOSX wB97M-V def2-TZVPD def2/J DEFGRID3
* xyz 0 1
N -1.166 -0.912 1.325
C -0.781 0.290 1.364
O -0.125 0.883 0.363
C 0.043 0.123 -0.786
C 1.118 0.413 -1.480
N 2.154 0.616 -2.116
H -1.657 -1.150 2.181
H -0.923 1.021 2.161
H -0.578 -0.743 -0.955
H 1.933 -0.512 -2.095
*
```

ΔE to the lowest compared entry with this formula, charge and spin	106.7	kcal/mol
maximum force	2.58	eV/A
gap between HOMO and LUMO	8.9839	eV
HOMO level	-8.3122	eV

Results of the natural (NBO) charge analysis, in e, for atoms 1 through 4: N -0.73; C 0.41; O -0.47; C -0.21